Entry 1:
{"formula": "C6H10O2", "method": "ωB97M-V/def2-TZVPD", "homo_energy_ha": -0.330, "homo_lumo_gap_ha": 0.3526, "total_energy_ha": -385.00132, "smiles": "OC1(C2(O)CC2)CC1", "total_charge": 0, "species": ["H", "H", "H", "O", "C", "H", "H", "H", "O", "H", "C", "H", "H", "C", "H", "C", "C", "C"], "positions_angstrom": [[0.0896, 2.4464, 0.8459], [-1.8190, -0.1779, -1.1084], [-1.4002, -2.0640, 1.2204], [1.4446, 0.6885, 1.3026], [0.6320, 0.5171, 0.1811], [1.9810, -0.0695, 1.5705], [1.1580, -2.4801, 0.5537], [1.8465, 2.0564, -0.9835], [0.9766, -1.8904, -0.2446], [-1.5330, -0.3589, 1.3260], [0.9289, 1.4670, -0.9828], [0.5615, 1.1865, -1.9788], [-1.1318, 1.7686, -0.2399], [-1.2424, -1.1768, 0.7121], [-1.2513, -1.8157, -1.4163], [0.0831, -0.8922, -0.0385], [-0.0668, 1.8089, 0.0108], [-1.2572, -1.0138, -0.7300]], "atomic_forces_ev_per_a": [[0.520, 0.699, 0.242], [0.273, 0.472, -0.203], [-0.120, -1.999, 0.521], [0.826, -0.247, 1.081], [0.661, -0.603, -0.614], [-0.196, -0.011, -0.696], [-0.669, 1.523, -1.450], [-0.079, -0.413, 0.011], [1.613, -2.181, 0.824], [-0.441, 0.738, 0.114], [1.358, -0.214, -1.001], [0.206, 0.037, 0.498], [0.310, 0.122, -0.236], [1.586, 0.728, 0.329], [-0.339, -1.155, -0.263], [-2.513, 2.415, 1.299], [-3.310, -0.688, 0.492], [0.312, 0.778, -0.948]], "nbo_charge": [0.234, 0.213, 0.208, -0.724, 0.223, 0.477, 0.482, 0.223, -0.701, 0.219, -0.441, 0.219, 0.201, -0.436, 0.228, 0.237, -0.430, -0.432]}



Entry 2:
{"formula": "C23H30N8PtSSe", "method": "ωB97M-V/def2-TZVPD", "homo_energy_ha": -0.459, "homo_lumo_gap_ha": 0.2341, "total_energy_ha": -4250.99468, "total_charge": 2, "species": ["H", "N", "H", "C", "C", "C", "H", "C", "C", "H", "N", "H", "H", "H", "N", "C", "H", "H", "H", "C", "H", "H", "C", "H", "H", "H", "Se", "C", "N", "C", "Pt", "N", "H", "N", "H", "H", "C", "H", "H", "C", "S", "H", "C", "C", "C", "N", "C", "H", "N", "H", "H", "H", "H", "C", "H", "H", "C", "C", "C", "H", "C", "H", "C", "C"], "positions_angstrom": [[-5.1160, -1.2932, -0.0429], [-0.1189, -1.2708, 1.6980], [2.4079, -1.4450, -1.2159], [-3.0271, -0.8316, -0.1150], [-0.3303, -2.6420, 1.1677], [-2.3130, 0.7021, -1.6700], [2.4070, 1.9455, 0.2288], [-4.6466, 0.1524, -1.5583], [-4.3480, -0.7073, -0.5275], [0.4338, -2.8977, 0.4409], [-0.0073, 1.2756, -1.6190], [-5.6574, 0.2870, -1.9217], [2.0973, 1.3990, 1.8685], [1.9617, 1.8601, -1.5545], [-0.5579, 4.9790, 2.1042], [-0.8600, 2.5228, 4.6687], [1.1756, -0.2419, 2.9634], [2.7625, 0.2416, -1.5641], [-0.2490, 6.8467, 3.1497], [-0.3981, 5.7836, 3.2185], [0.3332, 5.0707, 0.2064], [-1.0066, 0.0403, 3.0845], [2.2929, -1.2058, 1.4199], [-2.7764, -1.5345, 0.6565], [-0.5387, 6.5297, 0.7248], [3.2472, -1.0694, 1.9344], [-1.2372, 2.2882, 1.3646], [-1.1782, -0.9535, 2.6857], [-4.9408, 1.9950, -3.9021], [-0.4785, 4.9840, 4.2965], [-0.0365, 0.0622, 0.0615], [-3.0204, 3.1372, -4.9369], [-1.7779, 2.0074, 4.3928], [-0.6879, 3.6968, 3.8298], [-0.4142, 5.2149, 5.3450], [-0.3008, -3.3663, 1.9858], [-0.5483, 5.4438, 0.7247], [-0.0132, 1.8466, 4.5559], [1.2776, -1.9954, 3.1226], [-2.6889, 2.3953, -3.8939], [-4.6102, 2.9888, -5.1215], [-1.1591, -1.6897, 3.4938], [-1.1988, 1.4270, -2.2321], [0.9658, 2.7722, -3.2073], [-3.7924, 1.7379, -3.2998], [-2.0297, -0.1383, -0.6550], [2.6012, 1.1486, 0.9388], [1.8530, 3.2876, -3.5469], [2.0875, -0.1421, 0.4164], [3.8813, -0.6883, -0.5737], [-2.1548, -0.9628, 2.2268], [3.6782, 1.0821, 1.1172], [-0.3574, 3.5611, -4.7161], [2.8262, -0.5274, -0.8100], [-0.9230, 2.8424, 5.7047], [-1.4371, 5.0851, 0.2115], [1.1725, -1.1775, 2.4046], [1.0357, 1.9525, -2.0884], [-0.7381, 3.6988, 2.4838], [2.3389, -2.1640, 0.9066], [-3.6068, 0.8591, -2.1603], [-1.2959, -2.7068, 0.6788], [-1.3536, 2.2516, -3.3442], [-0.2415, 2.9221, -3.8497]], "atomic_forces_ev_per_a": [[0.029, -0.006, 0.005], [-0.508, 0.210, -0.409], [-0.035, -0.005, 0.032], [-0.129, 0.001, -0.194], [0.100, -0.196, 0.205], [-0.134, -0.040, -0.038], [-0.017, 0.005, 0.100], [-0.054, 0.053, -0.049], [0.023, -0.041, -0.050], [-0.006, 0.039, -0.030], [0.335, -0.180, 0.247], [0.004, -0.034, 0.016], [-0.056, 0.006, -0.025], [0.003, 0.043, -0.026], [0.124, 0.100, -0.036], [-0.056, 0.030, -0.017], [-0.052, 0.013, -0.003], [0.022, 0.021, -0.060], [0.011, -0.029, -0.050], [0.023, 0.009, -0.141], [0.023, -0.006, 0.015], [0.010, 0.032, -0.055], [0.166, -0.164, 0.120], [-0.056, 0.015, 0.033], [0.013, 0.003, 0.025], [0.057, 0.037, -0.089], [0.031, 0.540, 0.349], [0.111, -0.135, 0.314], [-0.044, -0.033, -0.003], [-0.002, -0.162, 0.036], [0.265, -1.261, -0.740], [0.036, 0.033, -0.024], [-0.010, 0.008, -0.011], [0.099, -0.009, 0.143], [0.012, -0.045, -0.013], [-0.021, 0.025, 0.035], [-0.052, -0.010, 0.020], [0.015, 0.007, -0.014], [-0.101, -0.012, 0.017], [0.010, -0.103, 0.150], [-0.060, 0.040, -0.050], [0.044, -0.047, -0.050], [0.048, 0.112, -0.108], [-0.027, 0.009, 0.019], [0.181, -0.011, 0.064], [0.301, 0.254, 0.659], [0.296, -0.072, 0.140], [0.001, -0.021, 0.012], [-0.489, 0.718, -0.386], [-0.007, 0.015, 0.056], [-0.054, 0.033, 0.033], [0.003, -0.040, -0.037], [0.032, -0.022, 0.006], [0.169, -0.187, 0.059], [0.007, 0.015, -0.001], [-0.028, -0.004, 0.018], [0.145, -0.056, 0.306], [-0.150, 0.169, -0.140], [-0.409, 0.157, -0.051], [-0.001, 0.011, -0.040], [-0.126, -0.020, -0.140], [0.048, -0.016, -0.018], [-0.071, 0.128, -0.100], [-0.043, 0.076, -0.038]], "nbo_charge": [0.256, -0.410, 0.228, 0.074, -0.421, 0.236, 0.212, -0.078, -0.220, 0.222, -0.450, 0.263, 0.226, 0.204, -0.343, -0.401, 0.223, 0.212, 0.249, -0.049, 0.213, 0.246, -0.249, 0.204, 0.231, 0.236, -0.459, -0.427, -0.590, -0.062, 0.914, -0.578, 0.231, -0.344, 0.251, 0.216, -0.402, 0.204, 0.234, 0.092, 1.030, 0.212, 0.248, -0.217, 0.159, -0.475, -0.420, 0.254, -0.426, 0.217, 0.214, 0.212, 0.263, -0.415, 0.236, 0.234, -0.245, 0.066, 0.272, 0.226, -0.096, 0.217, -0.077, -0.084]}



Entry 3:
{"formula": "C20H39AsF6KNO8S4", "method": "ωB97M-V/def2-TZVPD", "homo_energy_ha": -0.376, "homo_lumo_gap_ha": 0.3909, "total_energy_ha": -6469.99153, "total_charge": 0, "species": ["F", "C", "C", "F", "O", "H", "C", "C", "O", "H", "H", "C", "C", "H", "C", "S", "C", "H", "H", "As", "H", "C", "H", "H", "F", "C", "H", "C", "H", "K", "H", "H", "H", "H", "F", "H", "H", "C", "O", "C", "H", "H", "H", "S", "F", "C", "C", "F", "O", "H", "H", "S", "O", "O", "H", "H", "H", "H", "C", "O", "H", "H", "H", "O", "C", "H", "N", "C", "H", "H", "H", "H", "H", "H", "H", "S", "H", "C", "H", "C"], "positions_angstrom": [[0.8988, 0.8037, -0.8416], [1.6095, -4.2384, -0.5460], [-2.9744, 3.1502, -2.6633], [2.8269, 0.0793, -2.1843], [-1.4778, -4.3096, -1.7357], [4.6640, -4.1012, 1.2245], [-2.5673, 3.9689, -0.3607], [0.0736, 3.0737, 2.8968], [-2.3688, 1.3205, 0.1766], [-2.0794, -2.9944, -5.7501], [-3.4127, 1.1126, -2.2413], [4.0647, 0.1857, 0.7119], [2.8949, -4.8263, 0.0796], [-0.7056, -3.3812, -3.9333], [-2.0915, 3.8016, 3.9494], [2.9185, 0.5535, 2.0682], [-3.7970, 2.0823, -1.9302], [-3.2406, -4.7140, -4.5536], [-4.3567, -2.5880, -2.7457], [1.1207, 0.3052, -2.5040], [-4.0577, 4.7254, -1.6833], [-3.0180, 4.3849, -1.7495], [-2.8516, 3.3585, 3.2962], [5.7353, 0.8574, 3.2818], [-0.5940, 0.4828, -2.8388], [-1.5873, 2.7997, 4.9821], [1.1039, 3.3105, 3.1498], [0.6984, -3.8793, 0.5397], [-2.4639, 5.2221, -2.1748], [-0.6959, -0.7605, 0.9069], [3.6234, 0.1480, 4.3331], [3.2575, -3.0772, 1.3940], [3.5774, -1.2807, 3.3636], [2.6591, -5.5291, 0.8798], [1.3986, 1.9373, -2.9947], [-1.5190, 3.6653, -0.3853], [-2.9602, -1.6889, -5.0714], [-1.4258, -2.5765, -3.7718], [0.6881, 1.3920, 4.9221], [5.4591, -0.0088, 1.3400], [3.9526, 0.9297, -0.0694], [1.0836, -4.9869, -1.1376], [-4.5214, -3.6353, -4.8744], [-3.3837, 2.3059, -0.1410], [1.3525, -0.3601, -4.0883], [-3.5698, -3.6915, -4.3439], [5.3403, -0.0832, 2.8923], [0.7472, -1.3106, -1.8791], [-2.3164, -1.9994, -1.2496], [-2.6487, 4.6252, 4.3968], [3.4142, -5.3193, -0.7420], [-2.1434, -3.1097, -2.1753], [1.6513, -0.1012, 1.8682], [-4.6034, 2.3935, 0.6134], [6.1171, 0.8215, 1.0997], [-2.3681, 2.1774, 5.4098], [-0.3422, 5.0178, 3.6481], [-4.1899, -4.3487, -2.2649], [-0.8780, 4.2364, 3.1046], [2.9466, 1.9852, 2.3303], [3.7108, -0.7707, 0.3261], [5.9246, -0.9237, 0.9805], [-1.1993, 4.6525, 2.1507], [-1.1102, 0.7135, 3.3567], [-2.5318, -2.6581, -4.8157], [-3.4896, 3.3396, -3.6036], [0.0218, -3.6034, 1.4247], [3.7823, -3.7380, 0.7004], [-0.9990, 3.3095, 5.7446], [1.8903, -3.3807, -1.1558], [5.9826, -0.8529, 3.3171], [-1.9379, 2.8508, -2.8074], [-4.8704, 2.2370, -1.9709], [0.0609, 2.6341, 1.9008], [-0.8713, -1.6482, -3.6769], [-0.4132, 1.7733, 4.0697], [-2.8328, 4.6299, 0.4561], [-3.7967, -3.5185, -2.8386], [4.1068, -3.1242, -0.1485], [3.9045, -0.2354, 3.3553]], "atomic_forces_ev_per_a": [[-0.105, 0.415, -0.090], [0.318, -0.569, 0.801], [-0.816, 0.398, 0.734], [-0.439, -0.012, -0.013], [0.130, -0.103, 0.043], [-0.004, -0.288, -0.128], [-0.029, -1.433, -0.359], [0.224, -0.578, 0.260], [-0.169, 0.371, 0.497], [-0.065, -0.063, -0.011], [-0.563, -0.302, 0.315], [-0.176, -0.825, 0.526], [0.067, 0.272, 0.485], [0.067, 0.101, -0.121], [-0.529, -0.323, -0.547], [1.065, 1.033, 0.139], [1.274, 0.203, 0.762], [0.355, 0.116, 0.064], [-0.199, -0.162, 0.586], [0.070, -0.482, 0.315], [0.012, 0.032, -0.015], [-0.662, 0.419, -0.322], [0.222, -0.404, 0.029], [-0.112, -0.008, 0.099], [0.282, 0.170, 0.119], [-0.006, 0.154, -0.421], [0.004, -0.023, -0.098], [0.014, 0.493, -0.312], [0.250, -0.065, 0.236], [-0.170, 0.051, -0.209], [0.151, 0.444, -0.121], [-0.282, -0.162, -0.023], [0.091, -0.005, -0.178], [-0.184, -0.343, -0.365], [-0.064, -0.257, -0.033], [0.120, 0.374, 0.283], [-0.188, 0.064, 0.455], [0.208, -0.746, 0.516], [-0.132, 0.163, -0.051], [-0.334, 0.158, 0.338], [0.048, 0.141, 0.087], [0.082, 0.110, -0.220], [0.030, 0.354, -0.011], [0.499, 0.018, -1.801], [-0.115, 0.214, 0.161], [-0.278, -0.895, 0.073], [0.466, 0.815, 0.364], [0.256, -0.041, -0.247], [0.340, -0.436, -0.172], [0.451, 0.191, 0.210], [0.219, -0.194, 0.266], [-0.876, 1.031, -0.338], [-0.033, -0.079, 0.145], [-0.002, 0.131, 0.407], [0.017, -0.020, -0.151], [0.112, -0.097, 0.089], [-0.053, 0.075, -0.096], [-0.174, -0.049, -0.102], [-0.206, 0.592, 0.332], [-0.119, -0.629, -0.229], [-0.128, 0.115, -0.157], [-0.115, 0.014, -0.236], [0.042, 0.054, 0.057], [-0.017, 0.543, 0.229], [0.127, -0.169, -0.377], [0.410, 0.157, -0.199], [-0.074, 0.103, 0.099], [-0.045, 0.424, -0.905], [-0.029, -0.147, 0.148], [-0.423, 0.128, -0.046], [-0.125, -0.157, -0.106], [-0.078, -0.281, -0.197], [-0.051, -0.167, -0.333], [-0.105, -0.064, 0.030], [-0.320, 0.105, 0.104], [0.044, -0.322, -0.332], [0.018, -0.004, 0.050], [0.950, 0.929, -0.587], [0.252, 0.204, 0.294], [-0.694, -0.976, -0.492]], "lowdin_charge": [-0.290, -0.165, -0.205, -0.253, -0.323, 0.073, -0.197, -0.205, -0.398, 0.114, 0.095, -0.202, -0.238, 0.107, -0.214, 0.690, -0.192, 0.115, 0.102, 0.759, 0.118, -0.232, 0.111, 0.111, -0.257, -0.212, 0.087, -0.237, 0.117, 0.761, 0.111, 0.063, 0.102, 0.110, -0.237, 0.101, 0.115, -0.203, -0.323, -0.180, 0.102, 0.114, 0.111, 0.699, -0.241, -0.223, -0.211, -0.279, -0.377, 0.115, 0.109, 0.694, -0.417, -0.322, 0.108, 0.110, 0.117, 0.105, -0.203, -0.316, 0.077, 0.104, 0.092, -0.368, -0.204, 0.117, 0.155, -0.103, 0.108, 0.111, 0.111, 0.110, 0.100, 0.100, 0.061, 0.688, 0.093, -0.205, 0.074, -0.215]}



Entry 4:
{"formula": "C3H2LiNaO3", "method": "ωB97M-V/def2-TZVPD", "multiplicity": 2, "homo_energy_ha": [-0.473, -0.504], "homo_lumo_gap_ha": [0.3283, 0.3259], "s2": 0.76, "total_energy_ha": -510.90051, "total_charge": 1, "species": ["C", "H", "C", "O", "Li", "H", "O", "O", "Na", "C"], "positions_angstrom": [[-0.7700, 0.0560, 0.2238], [1.2054, 1.9491, 0.5747], [0.7355, -0.1717, 0.2999], [-1.5144, -0.9545, 0.0441], [-3.0088, 0.2538, -0.4570], [2.3128, 1.0068, -0.6368], [-1.0951, 1.2078, -0.1563], [1.1647, -1.3223, 0.0948], [-0.4713, -3.0680, -0.0046], [1.4413, 1.0430, 0.0174]], "atomic_forces_ev_per_a": [[-0.154, 0.829, -1.945], [-0.085, -0.207, -0.492], [0.403, -0.522, -1.382], [-0.723, -0.569, 0.769], [0.748, 0.178, 0.120], [-0.145, 0.000, 0.323], [-0.858, -0.773, 1.060], [-0.298, 0.734, 0.590], [0.194, 0.536, 0.073], [0.918, -0.206, 0.884]], "nbo_charge": [0.673, 0.225, 0.328, -0.890, 0.963, 0.218, -0.704, -0.592, 0.985, -0.205]}



Entry 5:
{"formula": "C5H7BN2O2", "method": "ωB97M-V/def2-TZVPD", "homo_energy_ha": -0.419, "homo_lumo_gap_ha": 0.4243, "total_energy_ha": -479.55951, "smiles": "CC(C)B(OC#N)OC#N", "total_charge": 0, "species": ["N", "H", "C", "C", "H", "H", "B", "H", "C", "N", "C", "O", "H", "O", "C", "H", "H"], "positions_angstrom": [[1.7101, -0.3291, -3.3943], [-0.5452, -2.6362, 0.1156], [0.9804, -0.0743, 1.5878], [-1.5528, 2.6599, -0.7546], [1.7533, 0.6933, 1.4402], [-1.8956, -1.4769, 0.3921], [-0.1917, 0.6601, -0.5757], [1.1539, -1.0702, -0.2280], [0.3677, -0.5583, 0.3670], [-2.0110, 3.6853, -1.0319], [0.9915, 0.0998, -2.6130], [-0.9850, 1.6838, -0.1723], [1.6284, -0.7539, 2.1853], [0.1407, 0.6557, -1.8872], [-0.7872, -1.6904, 0.6734], [-0.9665, -1.9350, 1.7203], [0.2089, 0.3865, 2.1752]], "atomic_forces_ev_per_a": [[0.613, -0.432, -0.334], [-0.131, 0.905, 0.649], [2.086, 1.186, 2.211], [-0.270, 1.938, -0.172], [-0.388, 0.331, -0.492], [1.951, 0.288, -0.154], [1.004, -2.405, 1.193], [-0.591, 0.177, 0.033], [-1.972, -1.280, -2.170], [0.049, -0.822, -0.294], [0.821, -0.741, -0.838], [-0.147, -0.917, 1.203], [-1.161, -0.356, -0.298], [-1.524, 1.759, -0.220], [-1.090, 0.077, -1.428], [0.893, 0.147, 0.210], [-0.143, 0.145, 0.900]], "nbo_charge": [-0.378, 0.224, -0.612, 0.545, 0.214, 0.214, 1.188, 0.230, -0.553, -0.361, 0.556, -0.651, 0.225, -0.655, -0.621, 0.223, 0.211]}



Entry 6:
{"formula": "C5H12NO", "method": "ωB97M-V/def2-TZVPD", "homo_energy_ha": -0.547, "homo_lumo_gap_ha": 0.3900, "total_energy_ha": -327.39977, "smiles": "CCC[C@@H]([NH3+])C=O", "total_charge": 1, "species": ["H", "C", "H", "H", "H", "H", "H", "H", "C", "C", "H", "H", "N", "O", "C", "C", "H", "H", "H"], "positions_angstrom": [[-2.4955, 0.6592, 0.8275], [-0.7128, -0.3453, 0.4117], [-2.6369, -0.9348, 0.8843], [1.9093, 1.5470, 1.0513], [-0.4817, 1.6863, -0.1307], [2.2348, -0.2779, 0.9545], [0.4412, -1.8905, -0.5897], [1.4915, 1.5461, -1.4020], [-0.4823, -1.7685, -0.0133], [1.3481, 0.6050, -0.8383], [-2.9228, -0.1542, -0.4787], [3.2009, 0.8080, 0.0197], [-2.2479, -0.1867, 0.2938], [-1.0787, -2.6846, 0.4788], [2.2101, 0.6838, 0.4473], [-0.1675, 0.7370, -0.5627], [1.4476, -0.3940, -1.2313], [-0.6124, 0.5264, -1.5777], [-0.4452, -0.1623, 1.4554]], "atomic_forces_ev_per_a": [[0.113, -0.064, -0.182], [-1.261, 1.373, -2.815], [0.028, -0.210, -0.038], [0.317, -0.373, 0.159], [0.202, 0.301, -0.428], [-0.215, 0.149, 0.487], [-0.185, -0.463, -0.504], [0.762, -1.218, -0.632], [1.722, -0.566, 1.315], [-1.432, 1.450, 2.283], [1.346, -0.184, -1.051], [0.394, 0.295, 0.629], [-1.484, 0.312, 3.390], [-0.582, 0.214, -0.508], [-0.127, 0.007, -1.589], [0.023, -1.789, -0.249], [0.735, 0.362, -1.250], [-0.159, 0.577, 1.054], [-0.197, -0.174, -0.072]], "nbo_charge": [0.438, -0.125, 0.452, 0.215, 0.219, 0.205, 0.149, 0.242, 0.401, -0.395, 0.465, 0.242, -0.708, -0.450, -0.629, -0.411, 0.206, 0.221, 0.265]}



> Which formula does entry 5 have?

C5H7BN2O2